Record 1
93
Properties=species:S:1:pos:R:3:forces:R:3 method="wB97M-V/def2-TZVPD" molar_mass_g_mol=711.457 total_energy_ha=-5621.093411
Zn -0.43831 -3.48500 -1.84925 0.575 -0.576 0.436
Zn -2.17831 -3.18667 0.67286 0.556 -0.684 -1.175
C -0.68668 -1.42532 -0.45137 -4.138 -5.727 -2.135
O -0.35341 -1.44864 -1.64051 1.784 5.127 -5.357
O -1.87723 -1.33307 -0.06901 -5.261 6.106 1.916
O -0.34521 -2.51977 0.01549 6.267 -6.583 6.394
C -1.75328 -5.30786 -0.66152 3.059 5.135 2.113
O -0.64807 -5.37116 -1.14580 7.244 -7.178 -2.713
O -1.98740 -5.20429 0.53793 -1.659 -4.837 8.564
O -2.20296 -4.25981 -1.11674 -8.113 9.048 -7.310
C 2.71505 -3.76484 -1.75400 -0.054 2.481 0.474
O 1.54177 -3.72138 -2.09593 -1.323 -0.493 -1.138
N 3.42778 -4.77428 -1.46127 0.046 -6.382 0.322
N 3.47811 -2.73785 -1.55866 0.651 4.729 -0.312
H 4.41727 -4.69870 -1.27340 -0.563 -0.685 -0.227
H 2.88682 -5.61473 -1.60655 0.981 -0.784 0.448
H 3.11575 -1.83621 -1.83406 0.438 0.572 0.532
H 4.35526 -2.85542 -1.07195 -0.383 0.714 -0.288
C 0.22049 3.21495 2.00899 1.044 -1.413 0.473
O 0.69728 2.03323 2.68547 -0.349 -0.596 0.146
C 0.70711 0.86243 1.88016 0.591 0.037 -0.731
C 1.30232 -0.35727 2.57333 -0.082 -0.376 0.481
N 1.96708 -1.36213 1.71693 0.867 2.519 -0.356
C 2.40060 -2.48553 2.44443 0.996 -2.357 1.334
C 3.30055 -2.31697 3.74449 -2.517 0.151 -1.207
O 2.43713 -2.43666 4.89687 2.499 0.437 1.040
C 3.17440 -2.08864 6.13680 -2.321 0.172 0.036
H 0.20299 3.94832 2.81520 -0.602 0.167 -0.431
H -0.70109 2.97472 1.47883 -0.414 0.461 0.310
H 0.95981 3.50304 1.26165 0.121 0.200 -0.138
H 1.28409 1.10929 0.98895 0.212 -0.247 -0.380
H -0.27819 0.52554 1.55798 -0.638 0.592 -0.173
H 0.51775 -0.86040 3.13849 -0.487 -0.053 0.246
H 1.96503 0.00572 3.35893 0.454 -0.084 -0.229
H 1.40329 -1.74076 0.96935 -0.386 0.471 -0.012
H 3.00758 -3.17940 1.86287 0.322 0.458 -0.883
H 1.53322 -3.13518 2.56153 -0.273 -0.314 1.325
H 3.73384 -1.32228 3.63984 0.294 0.121 0.425
H 4.07753 -3.07999 3.69752 0.021 -0.046 0.413
H 3.51671 -1.05382 6.12868 0.605 -0.168 -0.452
H 3.85154 -2.80498 6.60203 0.635 -0.213 -1.102
H 2.41637 -2.05928 6.91950 -0.495 0.012 -0.169
C -5.27305 1.84096 1.64855 0.411 0.041 0.906
C -4.00905 1.36693 2.42549 -1.412 1.660 0.458
C -4.16525 1.68966 3.92474 1.595 0.156 -0.233
O -2.84486 2.02950 4.54498 -1.963 -0.051 -0.491
C -1.86479 1.02900 4.42332 -0.025 0.154 0.391
N -3.79795 -0.02657 2.18432 0.587 -1.254 -0.403
H -6.16512 1.24750 1.84883 0.339 -0.823 -0.372
H -4.99810 1.89628 0.59524 -0.571 0.081 -0.045
H -5.64121 2.78102 2.05946 0.616 0.571 -0.469
H -3.15538 1.93074 2.04936 0.086 0.526 0.039
H -4.70691 0.84972 4.35973 0.526 -0.396 0.573
H -4.81351 2.54662 4.10773 0.451 0.243 -0.158
H -1.57984 0.85634 3.38548 -0.138 -0.303 -0.089
H -2.21323 0.14658 4.95999 0.145 -0.506 -0.305
H -0.93768 1.35890 4.89207 -0.188 0.274 0.168
H -2.88915 -0.26729 2.55342 0.093 -0.212 0.634
H -3.55529 -0.09790 1.20651 -0.461 -0.218 -0.685
C -2.35524 1.93852 -3.94291 -0.676 1.144 -0.096
C -2.12399 1.34839 -2.55332 1.021 0.984 -0.507
C -2.44486 2.40566 -1.48229 -0.951 -1.266 -0.529
O -1.80277 3.63613 -1.63887 1.036 -0.173 0.436
C -0.34160 3.62406 -1.55115 -1.431 0.112 0.157
N -2.91300 0.14725 -2.38908 0.058 -0.262 -0.192
H -2.12622 1.34971 -4.83113 0.017 -0.540 0.348
H -1.88543 2.90515 -4.12459 0.626 -0.040 0.403
H -3.39722 2.25477 -3.99163 -0.388 -0.448 -0.161
H -1.07161 1.07522 -2.47602 0.533 0.131 0.098
H -2.39845 1.96064 -0.48836 0.963 -0.055 0.485
H -3.52818 2.51208 -1.53876 -0.183 0.805 -0.407
H -0.11177 4.53641 -1.00079 0.311 0.133 -0.476
H 0.06486 3.56912 -2.56104 0.193 0.272 0.055
H 0.09091 2.81369 -0.96436 -0.388 -0.379 0.054
H -2.50395 -0.36925 -1.62357 -0.414 0.129 0.750
H -2.53435 -0.42688 -3.12874 -0.543 -0.394 -0.670
C 1.57485 -0.94211 -4.36207 0.553 -0.962 -0.951
C 2.44917 0.10287 -3.73514 -0.923 0.561 0.067
C 2.15886 1.44775 -4.30924 -0.573 0.866 -1.126
O 2.95698 2.45289 -3.73106 0.514 1.231 -0.798
C 2.83084 3.75860 -4.34944 0.649 -0.050 0.314
N 2.16070 0.10706 -2.34895 -0.194 0.252 2.482
H 1.80556 -1.04981 -5.42191 -0.135 -0.140 -0.146
H 0.50130 -0.80330 -4.23431 0.069 0.458 0.109
H 1.81946 -1.88494 -3.87285 -0.080 -0.225 -0.147
H 3.51646 -0.06659 -3.87755 0.135 -0.311 -0.347
H 1.14004 1.82740 -4.23201 -0.720 -0.695 0.477
H 2.24264 1.28187 -5.38329 0.785 0.697 -0.557
H 2.87815 3.76507 -5.43839 -0.056 -0.561 -0.127
H 3.66171 4.38518 -4.02518 0.311 -0.432 0.177
H 1.97740 4.37625 -4.06971 -0.672 -0.647 0.279
H 1.71425 0.98244 -2.11552 0.399 0.366 0.392
H 1.44009 -0.54802 -2.08115 -0.138 -0.419 -0.273

Record 2
91
Properties=species:S:1:pos:R:3:forces:R:3 method="wB97M-V/def2-TZVPD" molar_mass_g_mol=572.495 charge=+2 total_energy_ha=-2035.775169
N -4.62084 17.39176 -13.02682 -1.259 -0.333 0.068
O -3.49341 17.89935 -13.30597 0.150 0.062 -0.063
O -5.07669 16.45340 -13.71920 0.914 -0.058 -0.190
O -5.31403 17.82362 -12.10375 0.744 0.372 0.025
C -5.39781 12.55035 -15.59752 -0.045 -0.383 -0.020
C -5.24875 13.91202 -16.23294 -0.139 0.011 -0.193
N -3.92780 14.52122 -16.00494 -0.279 -0.231 -0.495
C -3.16075 15.15321 -16.96423 -0.603 0.230 0.342
C -2.10910 15.69580 -16.31201 0.170 -0.100 -0.263
N -2.19674 15.29492 -14.99918 -0.253 0.390 0.163
C -3.34073 14.64360 -14.83542 -0.027 -0.015 0.296
C -1.30461 15.64136 -13.91141 0.381 0.321 0.279
H -5.44910 12.59972 -14.51113 -0.042 0.037 0.008
H -4.60510 11.85612 -15.87967 0.116 0.163 -0.038
H -6.32430 12.10727 -15.96266 -0.075 0.065 0.158
H -6.01628 14.59282 -15.86072 0.115 0.100 0.065
H -5.36207 13.83914 -17.31389 0.054 0.008 -0.004
H -3.52802 15.23740 -17.97037 0.231 0.014 -0.108
H -1.36625 16.38601 -16.66709 0.271 -0.266 0.047
H -3.78792 14.36583 -13.89672 0.213 -0.179 0.034
H -1.86763 16.16193 -13.13830 -0.031 -0.059 -0.011
H -0.53485 16.31468 -14.28486 -0.071 -0.008 -0.112
H -0.79678 14.76268 -13.52127 -0.134 -0.100 -0.009
C -4.98104 20.62884 -17.90690 -0.589 -0.703 -0.127
N -5.64340 20.26826 -16.61544 -0.008 0.551 -0.219
C -5.41124 21.36931 -15.63954 0.719 0.014 -0.166
C -7.12429 20.16419 -16.80833 -0.238 -0.195 0.188
C -5.07605 19.01561 -16.02025 -0.654 0.011 0.796
C -5.57495 17.76366 -16.63355 -0.245 -1.729 -0.718
O -5.39872 17.75759 -18.06255 0.319 0.144 0.110
H -5.37103 19.94373 -18.65387 0.190 -0.019 -0.034
H -3.91602 20.45388 -17.79227 0.117 0.420 -0.076
H -5.28779 21.63381 -18.17798 0.346 0.164 0.075
H -4.34131 21.36691 -15.41842 -0.062 -0.015 0.161
H -5.99857 21.18162 -14.74636 -0.084 0.037 -0.027
H -5.63476 22.31592 -16.12349 -0.303 0.017 0.124
H -7.56041 19.87775 -15.85160 -0.026 0.235 -0.372
H -7.37650 19.42097 -17.55795 0.242 -0.019 -0.058
H -7.49005 21.13633 -17.12948 0.013 0.052 0.040
H -5.44680 19.01100 -14.99103 0.133 -0.135 0.006
H -3.98820 19.04521 -15.98495 0.030 0.378 -0.268
H -6.60658 17.49710 -16.39637 -0.029 0.568 0.211
H -4.98867 16.95464 -16.18424 0.055 0.192 0.119
H -5.87475 17.00198 -18.41906 -0.069 0.049 -0.018
C 1.20404 19.70214 -14.48403 -0.530 -0.519 -0.167
N 0.01612 20.51168 -14.10054 0.081 0.660 0.617
C -1.07115 19.63787 -13.54744 -0.275 -0.279 -0.353
C 0.46552 21.43628 -12.99289 -0.846 0.067 -0.052
C -0.48968 21.39943 -15.21683 0.828 0.240 -0.106
C -0.42329 20.79918 -16.58583 -0.747 -0.246 -0.981
O -1.30118 19.67442 -16.63156 0.217 -0.182 0.199
H 1.57815 19.26848 -13.56126 0.287 -0.011 -0.094
H 1.94000 20.31004 -14.99829 0.113 0.134 0.199
H 0.86165 18.90851 -15.14513 0.096 -0.002 -0.019
H -1.23790 18.77973 -14.19165 -0.057 0.160 -0.153
H -1.98065 20.22743 -13.51590 -0.096 -0.106 0.205
H -0.81144 19.27652 -12.55696 0.114 0.129 0.032
H 1.35230 21.96582 -13.32206 0.216 -0.135 0.226
H 0.56172 20.83639 -12.09448 0.556 0.070 0.011
H -0.32321 22.16266 -12.79341 -0.032 -0.035 -0.150
H 0.16433 22.27390 -15.21294 -0.041 0.007 -0.042
H -1.48653 21.73944 -14.95277 -0.107 -0.178 0.023
H 0.58418 20.54998 -16.92647 0.102 -0.135 0.371
H -0.77498 21.53375 -17.32046 0.046 0.268 0.306
H -1.19979 19.22785 -17.47895 -0.032 0.053 -0.051
C -8.37045 20.60758 -10.77457 0.065 0.335 -0.423
N -7.09078 21.30326 -10.45612 0.347 0.699 0.412
C -6.87310 21.32975 -8.97775 -0.763 0.347 0.374
C -5.90703 20.63356 -11.06094 0.034 -0.434 0.043
C -7.11573 22.71763 -11.00468 -0.298 -0.513 -0.029
C -8.38316 23.49484 -10.77875 -0.775 0.554 0.425
O -8.78439 23.47993 -9.40956 0.170 0.021 -0.324
H -9.15770 21.18505 -10.30299 -0.128 -0.184 0.113
H -8.35552 19.58638 -10.41028 0.137 -0.057 -0.087
H -8.46892 20.63658 -11.85755 -0.164 -0.322 0.052
H -6.98824 20.32339 -8.58567 0.492 -0.125 -0.120
H -7.65348 21.92619 -8.50933 0.067 0.026 -0.203
H -5.91898 21.80435 -8.77139 0.169 -0.306 0.060
H -5.78510 19.67163 -10.57108 -0.025 -0.135 -0.284
H -5.01669 21.22909 -10.86584 -0.095 0.151 0.078
H -6.04931 20.51010 -12.13073 -0.175 -0.201 0.051
H -7.04618 22.59219 -12.08576 0.356 0.150 -0.006
H -6.24474 23.21714 -10.58712 0.042 0.047 -0.087
H -9.19987 23.12867 -11.40748 0.126 -0.178 -0.043
H -8.20621 24.53066 -11.08935 0.221 -0.107 -0.132
H -9.57115 24.02988 -9.32975 0.004 -0.011 0.118
B -8.38630 18.67702 -14.01186 -0.602 -0.443 0.133
F -7.52799 19.84561 -13.81906 0.193 -0.028 0.171
F -9.26731 19.00619 -15.05628 0.141 0.033 0.128
F -7.59717 17.58593 -14.38835 0.054 0.406 -0.042
F -9.07634 18.42021 -12.83255 0.256 0.253 -0.124

Record 3
91
Properties=species:S:1:pos:R:3:forces:R:3 method="wB97M-V/def2-TZVPD" molar_mass_g_mol=554.523 charge=+1 total_energy_ha=-1876.143281
C -3.00562 5.28238 0.27503 0.472 -0.656 0.482
C -2.16299 4.14948 0.90878 -0.128 0.557 -0.103
C -3.03225 3.12185 1.60672 0.127 0.350 -0.172
N -2.37799 1.88938 2.05675 -0.353 0.148 -0.200
N -1.72873 1.15855 1.04025 -0.686 0.139 0.792
B -2.67855 0.36123 0.14555 -0.123 -0.627 1.030
O -2.89276 -0.93446 0.49212 -0.364 -0.374 0.439
O -3.27007 0.96794 -0.86003 0.650 0.171 -0.986
C -3.39211 0.18412 -2.08640 -0.417 0.474 -0.816
C -2.04888 0.02259 -2.75750 0.351 -0.817 0.450
C -0.44664 1.09823 0.89584 0.379 0.593 0.034
N 0.10875 0.06565 0.20346 -0.543 -0.429 -0.750
N 0.42919 2.03409 1.41182 -0.242 0.034 0.551
H -2.62470 6.22529 0.62443 -0.046 0.503 0.011
H -4.03843 5.18354 0.58218 -0.325 0.155 -0.114
H -2.91703 5.25065 -0.79932 -0.246 0.049 -0.311
H -1.55066 3.72124 0.12663 0.174 -0.403 -0.155
H -1.50198 4.59864 1.63985 0.372 -0.022 0.202
H -3.42925 3.57940 2.50142 -0.220 0.003 0.358
H -3.88830 2.90767 0.97690 -0.118 -0.477 -0.138
H -1.78619 2.01978 2.86561 0.115 -0.005 -0.087
H -3.08226 -1.01226 1.44133 0.369 -0.272 -0.236
H -4.04162 0.72900 -2.75112 -0.289 0.441 0.040
H -3.86460 -0.77141 -1.90633 -0.062 -0.204 0.416
H -1.60154 -0.92504 -2.46467 0.187 -0.179 0.114
H -1.34396 0.78903 -2.47446 0.073 0.512 -0.062
H -2.11747 -0.00278 -3.83377 -0.233 0.152 -0.230
H 0.19192 0.25281 -0.80629 0.998 -0.399 0.000
H -0.37717 -0.80369 0.39439 -0.210 0.017 -0.455
H 0.08176 2.44585 2.26780 0.034 0.530 -0.226
H 0.60511 2.74658 0.70790 0.452 0.070 0.153
C 3.28127 2.15820 3.49439 -0.079 0.084 -0.129
O 3.52810 3.33432 3.67762 -0.022 -0.024 0.045
N 3.88676 1.13463 4.12551 0.003 -0.120 0.036
C 3.54282 -0.24454 3.85451 0.142 0.122 0.156
C 4.91930 1.43246 5.10740 -0.084 0.149 -0.099
H 2.51673 1.83015 2.76949 0.072 -0.099 0.022
H 3.18658 -0.72946 4.76642 -0.009 -0.085 -0.054
H 4.41987 -0.78219 3.48765 -0.047 -0.097 -0.027
H 2.76015 -0.29378 3.09879 0.006 0.046 -0.022
H 4.50517 2.04619 5.90713 0.064 0.003 0.030
H 5.72941 1.98904 4.63641 0.031 0.005 0.061
H 5.30773 0.50673 5.52382 -0.033 -0.036 -0.026
C -2.69623 1.02836 -6.18434 0.149 0.152 0.026
O -3.59983 1.44491 -5.48038 -0.057 -0.125 0.076
N -2.85589 0.26337 -7.27424 0.057 -0.084 -0.070
C -1.73125 -0.19821 -8.06648 -0.231 -0.019 -0.020
C -4.20517 -0.11070 -7.67125 0.012 0.121 0.143
H -1.63689 1.25847 -5.97008 -0.009 -0.016 -0.042
H -1.81999 0.17019 -9.08957 0.083 -0.033 -0.019
H -1.71050 -1.28944 -8.08371 0.073 0.006 -0.048
H -0.79813 0.16550 -7.64177 -0.014 0.030 0.032
H -4.79530 0.78400 -7.86822 -0.053 -0.039 -0.014
H -4.68806 -0.66690 -6.86748 -0.057 -0.005 -0.041
H -4.16642 -0.72514 -8.56632 0.056 -0.002 -0.009
C 1.93951 -1.07951 -2.54044 -0.124 -0.050 -0.103
O 1.52799 0.04463 -2.25663 -0.204 0.045 0.089
N 3.20829 -1.38356 -2.78251 0.088 -0.086 0.031
C 3.63254 -2.73138 -3.13374 0.005 0.058 0.002
C 4.21243 -0.33015 -2.70100 -0.099 0.092 -0.026
H 1.26169 -1.94557 -2.62696 0.002 0.029 0.018
H 4.35463 -3.08863 -2.40206 0.053 0.004 -0.181
H 4.10198 -2.71504 -4.11775 0.016 -0.105 0.003
H 2.77733 -3.40486 -3.16056 -0.075 0.092 -0.030
H 4.21862 0.09791 -1.69904 0.053 0.026 -0.013
H 3.97378 0.46205 -3.41090 0.026 0.020 0.024
H 5.19092 -0.74335 -2.92349 -0.015 -0.086 0.044
C 5.52883 -3.16549 -0.15668 0.032 -0.008 -0.042
O 6.09980 -2.78974 -1.16670 -0.025 0.023 0.117
N 6.14027 -3.46314 0.99791 -0.060 -0.009 0.161
C 5.41175 -3.91537 2.16720 0.218 0.028 -0.068
C 7.58873 -3.32946 1.07209 -0.066 0.039 -0.165
H 4.43130 -3.29975 -0.11353 0.027 0.002 0.018
H 5.57396 -3.22571 2.99755 -0.049 -0.044 0.061
H 5.75712 -4.90777 2.46082 -0.066 -0.004 0.068
H 4.34623 -3.96370 1.95135 0.000 0.008 -0.044
H 7.87716 -2.29993 0.86081 0.062 -0.018 0.006
H 8.05859 -3.97421 0.33000 0.058 0.021 0.019
H 7.93158 -3.60745 2.06479 -0.053 -0.016 0.025
C -5.26773 -0.55097 6.10492 0.024 0.000 0.217
O -5.00865 0.59114 6.42466 0.034 0.002 -0.114
N -5.34958 -0.98165 4.82788 -0.020 -0.217 -0.090
C -5.65266 -2.35826 4.48620 0.018 0.273 -0.135
C -5.12274 -0.01327 3.77277 0.046 0.015 0.214
H -5.45473 -1.34623 6.84634 -0.017 0.005 -0.041
H -4.83183 -2.79192 3.90942 -0.042 -0.100 0.013
H -6.56624 -2.40436 3.89060 0.000 -0.106 0.005
H -5.79347 -2.94602 5.38986 0.009 0.025 0.037
H -4.12463 0.41783 3.87677 -0.034 0.079 -0.076
H -5.85046 0.79516 3.85004 0.053 0.059 -0.109
H -5.21755 -0.49372 2.79979 -0.075 -0.063 0.022